{
  "formula": "CH6BNO",
  "method": "ωB97M-V/def2-TZVPD",
  "spin_multiplicity": 3,
  "charge": 0,
  "gap_ev": [5.06, 4.91],
  "energy_ha": -196.2842,
  "fmax_ev_per_a": 17.31,
  "de_lowest_ev": 4.271,
  "species": ["B", "C", "N", "O", "H", "H", "H", "H", "H", "H"],
  "xyz": [[-0.66, -1.26, 0.02], [-2.21, -1.51, -0.16], [2.48, 2.38, 0.08], [0.51, -1.12, 0.16], [1.98, 1.77, -0.51], [-2.68, -1.88, 0.71], [-2.61, -2.20, -0.89], [-2.78, -0.64, -0.29], [2.58, 1.81, 0.91], [3.40, 2.65, -0.04]]
}